# C7H19N3O6P

2 unconnected molecules or ions with the total composition C7H19N3O6P (ωB97M-V/def2-TZVPD, the OMol25 dataset).

Structure (XYZ):
```
36
Properties=species:S:1:pos:R:3
O -5.109 -2.666 0.868
O -5.698 -2.713 -0.429
C -4.951 -1.794 -1.160
N -3.776 -2.525 -1.679
C -2.649 -1.938 -1.965
N -2.174 -0.756 -1.443
C -0.721 -0.770 -1.803
C -0.726 -1.591 -3.089
N -1.806 -2.595 -2.874
H -5.825 -2.981 1.442
H -5.551 -1.358 -1.957
H -4.622 -1.011 -0.476
H -3.819 -3.531 -1.785
H -2.173 -0.997 -0.449
H -0.203 -1.297 -0.993
H -0.200 0.170 -1.966
H 0.209 -2.048 -3.388
H -1.145 -0.897 -3.824
H -1.382 -3.410 -2.429
C 1.934 3.748 2.804
O 1.694 2.640 1.912
P 3.047 1.896 1.248
O 2.371 1.084 0.187
O 3.353 1.068 2.604
C 2.355 0.200 3.122
O 4.644 1.730 0.834
C 5.071 2.451 -0.336
H 0.983 4.039 3.243
H 2.621 3.462 3.604
H 2.344 4.596 2.255
H 1.632 -0.095 2.361
H 1.837 0.690 3.948
H 2.852 -0.690 3.505
H 4.805 3.506 -0.266
H 4.625 2.016 -1.230
H 6.153 2.369 -0.400
```

As for the charge: +1. The value obtained for the orbital gap is 8.7 eV. For the total energy, the calculation gives -33601.336 eV.


# C42H37AlN3P2

A molecular structure, C42H37AlN3P2 (ωB97M-V/def2-TZVPD, the OMol25 dataset).

Structure (XYZ):
```
85
Properties=species:S:1:pos:R:3
Al 0.567 0.016 -0.121
C -3.140 -0.208 2.213
C -3.574 -1.467 1.852
C -2.739 -2.288 1.099
C -1.514 -1.809 0.713
N -1.112 -0.539 0.997
C -1.908 0.225 1.759
C -0.430 -2.642 0.118
C -0.415 -4.000 -0.102
C 0.803 -4.589 -0.435
C 1.978 -3.839 -0.456
C 1.878 -2.484 -0.227
N 0.683 -1.929 -0.040
C 2.976 -1.494 -0.022
C 4.312 -1.815 -0.029
C 5.249 -0.833 0.274
C 4.815 0.446 0.576
C 3.460 0.708 0.564
N 2.551 -0.235 0.269
H -3.742 0.444 2.833
H -4.542 -1.830 2.176
H -3.038 -3.296 0.847
H -1.541 1.203 2.027
H -1.306 -4.603 0.017
H 0.847 -5.655 -0.624
H 2.934 -4.319 -0.622
H 4.629 -2.824 -0.256
H 6.306 -1.072 0.285
H 5.511 1.235 0.825
H 3.081 1.693 0.807
C 0.956 3.249 -2.680
C 1.885 2.110 -2.259
P 1.249 0.385 -2.509
C -0.278 0.366 -3.488
C -1.377 -0.337 -2.986
C -2.543 -0.477 -3.731
C -2.619 0.098 -4.990
C -1.527 0.790 -5.510
C -0.359 0.909 -4.773
C 2.483 -0.432 -3.548
C 3.158 0.291 -4.532
C 4.048 -0.356 -5.376
C 4.272 -1.722 -5.242
C 3.596 -2.448 -4.271
C 2.702 -1.804 -3.427
C -0.388 3.254 -1.923
P -0.478 2.350 -0.333
C 0.545 3.271 0.857
C 1.213 2.590 1.887
C 1.970 3.263 2.837
C 2.076 4.645 2.759
C 1.431 5.338 1.742
C 0.669 4.661 0.800
C -2.210 2.608 0.137
C -2.562 3.471 1.175
C -3.905 3.676 1.472
C -4.892 3.022 0.744
C -4.541 2.157 -0.287
C -3.204 1.947 -0.590
H 0.759 3.198 -3.749
H 1.479 4.190 -2.508
H 2.088 2.222 -1.192
H 2.854 2.176 -2.744
H -1.322 -0.808 -2.014
H -3.383 -1.041 -3.340
H -3.521 -0.008 -5.581
H -1.584 1.220 -6.502
H 0.496 1.410 -5.218
H 3.001 1.358 -4.656
H 4.567 0.206 -6.141
H 4.969 -2.222 -5.904
H 3.758 -3.518 -4.183
H 2.144 -2.382 -2.702
H -1.189 2.833 -2.528
H -0.706 4.264 -1.670
H 1.126 1.522 1.995
H 2.466 2.722 3.635
H 2.663 5.183 3.495
H 1.519 6.417 1.686
H 0.169 5.226 0.021
H -1.803 3.987 1.754
H -4.179 4.356 2.272
H -5.938 3.195 0.974
H -5.312 1.657 -0.863
H -2.939 1.281 -1.400
```

As for the charge: +3. The value obtained for the orbital gap is 7.3 eV. For the total energy, the calculation gives -73780.220 eV. The energy above the lowest of the compared OMol25 structures with the same formula, charge and spin comes out at 0.0 kJ/mol.


# C39H102N16O11

11 unconnected molecules or ions with the total composition C39H102N16O11 (ωB97M-V/def2-TZVPD, the OMol25 dataset).

Structure (XYZ):
```
168
Properties=species:S:1:pos:R:3
C -21.237 -1.715 20.185
C -22.146 -2.916 19.777
C -21.580 -4.289 20.214
C -23.558 -2.589 20.465
C -24.693 -3.505 19.878
C -24.797 -3.261 18.379
C -23.465 -3.381 17.591
C -23.128 -4.826 17.391
C -23.771 -2.756 16.170
N -22.342 -2.743 18.283
O -21.187 -2.730 17.536
H -20.314 -1.590 19.620
H -21.772 -0.778 20.032
H -21.027 -1.706 21.255
H -20.772 -4.618 19.560
H -21.171 -4.146 21.214
H -22.248 -5.040 20.638
H -23.408 -2.816 21.520
H -23.858 -1.543 20.415
H -24.522 -4.545 20.155
H -25.702 -3.172 20.124
H -25.142 -2.264 18.106
H -25.583 -3.841 17.896
H -22.200 -4.985 16.841
H -23.938 -5.430 16.981
H -22.899 -5.342 18.323
H -22.857 -2.905 15.594
H -23.939 -1.680 16.111
H -24.593 -3.284 15.688
H -20.936 -3.655 17.478
C -30.999 -9.514 12.996
C -32.257 -10.537 13.278
C -33.278 -10.224 12.269
C -31.887 -12.042 13.167
C -30.874 -12.513 14.322
C -31.510 -12.276 15.700
C -32.134 -10.846 15.910
C -33.133 -11.031 17.097
C -30.923 -9.884 16.328
N -32.833 -10.396 14.633
O -33.382 -9.097 14.750
H -30.057 -9.932 13.349
H -30.844 -9.364 11.928
H -31.223 -8.546 13.446
H -33.506 -9.161 12.197
H -32.873 -10.432 11.278
H -34.212 -10.778 12.365
H -32.675 -12.790 13.077
H -31.339 -12.147 12.230
H -30.450 -13.509 14.190
H -29.963 -11.979 14.053
H -30.742 -12.465 16.451
H -32.224 -13.052 15.973
H -33.964 -11.648 16.755
H -33.625 -10.074 17.270
H -32.775 -11.324 18.084
H -30.172 -9.885 15.538
H -30.611 -10.196 17.325
H -31.212 -8.838 16.424
H -32.591 -8.562 14.846
C -21.555 -5.507 9.443
O -22.463 -4.729 8.699
C -22.981 -5.562 7.583
C -24.085 -4.754 6.899
C -25.260 -4.606 7.859
N -24.631 -5.299 5.667
H -20.569 -5.666 9.007
H -21.958 -6.475 9.743
H -21.433 -4.992 10.396
H -22.211 -5.714 6.827
H -23.382 -6.504 7.957
H -23.630 -3.797 6.645
H -25.114 -3.936 8.706
H -25.538 -5.554 8.320
H -26.152 -4.332 7.295
H -25.380 -4.643 5.498
H -25.075 -6.163 5.942
C -24.595 6.864 18.807
O -24.827 5.495 18.404
C -23.726 4.680 18.334
C -22.757 5.010 17.198
C -23.309 5.109 15.743
N -21.622 4.104 17.115
H -25.517 7.421 18.643
H -23.805 7.463 18.354
H -24.331 6.928 19.862
H -23.331 4.923 19.320
H -23.970 3.617 18.312
H -22.372 5.970 17.542
H -24.192 5.746 15.696
H -23.695 4.126 15.472
H -22.617 5.545 15.024
H -21.191 4.063 16.202
H -21.816 3.135 17.324
C -14.345 -6.666 25.347
O -14.260 -7.851 26.207
C -15.339 -8.763 26.286
C -16.506 -8.282 27.250
C -15.962 -7.989 28.585
N -17.454 -9.336 27.586
H -14.012 -7.000 24.365
H -13.684 -5.854 25.648
H -15.345 -6.266 25.176
H -15.596 -9.162 25.305
H -14.795 -9.570 26.777
H -17.042 -7.476 26.750
H -15.325 -8.771 28.999
H -16.708 -7.855 29.368
H -15.412 -7.050 28.522
H -17.662 -9.904 26.777
H -18.318 -8.986 27.974
C -28.428 -11.304 29.601
O -27.712 -10.401 28.728
C -27.595 -10.946 27.400
C -26.457 -10.204 26.791
C -26.896 -8.778 26.414
N -26.001 -10.934 25.595
H -27.906 -12.261 29.568
H -29.454 -11.275 29.235
H -28.498 -10.950 30.629
H -27.412 -12.020 27.358
H -28.553 -10.898 26.883
H -25.625 -10.327 27.483
H -27.618 -8.809 25.598
H -26.031 -8.239 26.027
H -27.422 -8.360 27.271
H -25.060 -10.643 25.370
H -25.806 -11.911 25.761
N -16.565 -0.313 12.147
C -16.302 0.944 12.178
N -15.068 1.041 11.911
O -17.072 1.811 12.470
H -17.510 -0.577 12.388
H -15.863 -1.022 11.990
H -15.011 1.999 11.597
H -14.566 0.327 11.402
N -33.821 -1.747 19.203
C -33.926 -2.413 18.129
N -35.197 -2.571 17.957
O -33.019 -2.786 17.401
H -34.682 -1.475 19.655
H -32.907 -1.646 19.622
H -35.466 -3.154 17.177
H -35.874 -1.976 18.412
N -16.631 4.789 19.494
C -15.581 4.045 19.570
N -15.614 3.094 18.736
O -14.677 4.227 20.373
H -16.886 5.529 20.132
H -17.190 4.443 18.728
H -16.463 2.834 18.254
H -14.863 2.438 18.896
N -13.294 -5.201 15.728
C -14.543 -5.252 16.272
N -14.716 -4.562 17.320
O -15.413 -5.963 15.783
H -13.148 -5.442 14.759
H -12.627 -4.623 16.219
H -15.624 -4.601 17.760
H -14.084 -3.794 17.495
N -16.122 3.685 28.407
C -15.663 3.986 27.239
N -15.893 3.050 26.408
O -15.042 4.959 26.911
H -16.028 4.447 29.063
H -16.632 2.847 28.649
H -16.479 2.260 26.637
H -15.702 3.353 25.464
```

As for the SMILES: CC1(C)CCCC(C)(C)N1O.CC1(C)CCCC(C)(C)N1O.COC[C@H](C)N.COC[C@H](C)N.COC[C@H](C)N.COC[C@H](C)N.NC(N)=O.NC(N)=O.NC(N)=O.NC(N)=O.NC(N)=O. As for the charge: 0. The value obtained for the orbital gap is 8.3 eV. For the total energy, the calculation gives -88452.829 eV. The energy above the lowest of the compared OMol25 structures with the same formula, charge and spin comes out at 1003.7 kJ/mol.


So what do the calculations give for max |F|? Going down the list: 7.0, 0.8, 7.9 eV/Å.
So what do the calculations give for HOMO? Going down the list: -12.177, -16.510, -8.292 eV.